(1)
{
  "formula": "C3H3N3",
  "method": "the ωB97M-V functional and the def2-TZVPD basis",
  "symbols": ["N", "N", "H", "C", "N", "H", "C", "H", "C"],
  "xyz": [[-0.660550, 1.420035, 1.652254], [0.316606, -1.734801, -0.002462], [0.277847, -2.008576, -0.966763], [-0.317165, 0.205291, 1.475384], [-0.797568, -1.570426, 3.283231], [-0.502616, 0.167993, -0.680680], [-0.583060, -0.746370, 2.528872], [-0.508138, 1.993081, 0.843889], [-0.069250, -0.547915, 0.167077]],
  "forces_ev_per_a": [[0.8, -1.2, 0.5], [-0.1, 0.9, 1.4], [0.0, -0.1, -0.6], [-1.0, -0.7, -0.2], [-0.3, -0.9, 0.9], [1.1, -1.5, 1.2], [0.5, 0.7, -0.1], [0.0, 0.3, -0.9], [-1.2, 2.4, -2.1]],
  "nbo_charge": [-0.488, -0.540, 0.359, 0.125, -0.246, 0.146, 0.217, 0.344, 0.083],
  "homo_energy_ev": -10.99,
  "de_lowest_kcal_mol": 41.4,
  "energy_ha": -280.3149,
  "orbital_gap_ha": 0.3713
}



(2)
{
  "formula": "C3H3N3O",
  "method": "the ωB97M-V functional and the def2-TZVPD basis",
  "symbols": ["C", "H", "H", "H", "O", "N", "N", "C", "C", "N"],
  "xyz": [[-0.146846, -0.406258, -1.118532], [1.761044, 0.890749, 0.995166], [-1.586784, -1.383711, 0.998384], [-0.893803, -1.026721, -1.593532], [-1.342483, 0.443507, 1.840982], [0.560718, 0.531245, -1.790923], [1.115600, 0.635318, 0.258903], [-0.981415, -0.470259, 1.140332], [0.165577, -0.342151, 0.219902], [1.348388, 1.128283, -0.950678]],
  "forces_ev_per_a": [[-0.1, 0.0, -0.2], [-0.5, 0.1, 0.1], [0.1, 0.0, 0.1], [0.1, 0.2, 0.0], [0.2, -0.5, 0.2], [0.3, -0.2, -0.1], [0.0, 0.1, 0.0], [-0.1, 0.2, 0.3], [-0.3, 0.4, -0.3], [0.2, -0.3, -0.1]],
  "nbo_charge": [-0.052, 0.427, 0.133, 0.224, -0.505, -0.245, -0.307, 0.401, -0.066, -0.010],
  "homo_energy_ev": -10.42,
  "de_lowest_kcal_mol": 47.7,
  "energy_ha": -355.5638,
  "orbital_gap_ha": 0.3848
}



Please write out number 2 again, unchanged.
{
  "formula": "C3H3N3O",
  "method": "the ωB97M-V functional and the def2-TZVPD basis",
  "symbols": ["C", "H", "H", "H", "O", "N", "N", "C", "C", "N"],
  "xyz": [[-0.146846, -0.406258, -1.118532], [1.761044, 0.890749, 0.995166], [-1.586784, -1.383711, 0.998384], [-0.893803, -1.026721, -1.593532], [-1.342483, 0.443507, 1.840982], [0.560718, 0.531245, -1.790923], [1.115600, 0.635318, 0.258903], [-0.981415, -0.470259, 1.140332], [0.165577, -0.342151, 0.219902], [1.348388, 1.128283, -0.950678]],
  "forces_ev_per_a": [[-0.1, 0.0, -0.2], [-0.5, 0.1, 0.1], [0.1, 0.0, 0.1], [0.1, 0.2, 0.0], [0.2, -0.5, 0.2], [0.3, -0.2, -0.1], [0.0, 0.1, 0.0], [-0.1, 0.2, 0.3], [-0.3, 0.4, -0.3], [0.2, -0.3, -0.1]],
  "nbo_charge": [-0.052, 0.427, 0.133, 0.224, -0.505, -0.245, -0.307, 0.401, -0.066, -0.010],
  "homo_energy_ev": -10.42,
  "de_lowest_kcal_mol": 47.7,
  "energy_ha": -355.5638,
  "orbital_gap_ha": 0.3848
}